36
Properties=species:S:1:pos:R:3 method="wB97M-V/def2-TZVPD" orbital_gap_ev=7.26 lumo_energy_ev=-0.7 energy_ev=-68303.18821
Al -1.451 2.176 -0.641
S -3.247 3.297 0.034
C -4.365 1.970 -0.226
C -5.723 2.239 0.155
N -6.811 2.459 0.455
C -4.046 0.762 -0.743
S -2.438 0.271 -1.256
C -5.048 -0.254 -0.891
N -5.808 -1.109 -1.013
O 1.362 1.856 2.143
C 0.939 1.806 0.997
O -0.286 1.749 0.653
C 1.979 1.785 -0.142
N 3.315 1.789 0.569
C 4.056 0.533 0.200
C 2.942 -0.412 -0.215
C 1.977 0.501 -0.972
H 1.865 2.683 -0.742
H 3.006 1.806 1.571
H 3.854 2.630 0.385
H 4.660 0.208 1.043
H 4.706 0.772 -0.640
H 2.445 -0.832 0.661
H 3.312 -1.239 -0.817
H 0.981 0.068 -1.036
H 2.333 0.708 -1.981
Cl -0.246 3.196 -2.121
C -1.776 -3.231 -0.319
Te -0.515 -2.131 0.998
C 0.828 -3.760 1.325
H -1.238 -3.498 -1.224
H -2.618 -2.591 -0.569
H -2.134 -4.121 0.192
H 0.320 -4.567 1.848
H 1.651 -3.401 1.942
H 1.220 -4.119 0.376

---

84
Properties=species:S:1:pos:R:3 method="wB97M-V/def2-TZVPD" smiles=CCCC#N.CCCC#N.CCCC#N.CCCC#N.CCCC#N.CCCC#N.CCCC#N orbital_gap_ev=11.56 lumo_energy_ev=0.2 energy_ev=-40257.53942 de_lowest_kcal_mol=68.78
C -3.944 27.640 9.542
C -3.639 26.614 8.398
C -3.567 27.333 6.986
C -2.346 28.135 6.864
N -1.379 28.761 6.835
H -4.218 27.214 10.507
H -4.757 28.269 9.179
H -3.145 28.380 9.510
H -4.367 25.805 8.333
H -2.706 26.059 8.491
H -4.494 27.904 6.928
H -3.579 26.576 6.202
C -9.845 13.492 -3.246
C -8.775 12.459 -3.786
C -7.468 12.383 -2.907
C -7.022 13.761 -2.648
N -6.603 14.844 -2.552
H -9.536 14.533 -3.154
H -10.187 13.217 -2.249
H -10.740 13.423 -3.864
H -8.459 12.810 -4.768
H -9.272 11.503 -3.950
H -6.638 11.885 -3.409
H -7.670 11.942 -1.931
C -6.963 15.647 6.025
C -7.036 16.835 6.926
C -8.475 17.132 7.385
C -9.342 17.620 6.275
N -10.002 17.896 5.406
H -5.971 15.362 5.677
H -7.491 15.888 5.102
H -7.460 14.786 6.472
H -6.683 17.642 6.283
H -6.390 16.595 7.771
H -8.430 17.999 8.043
H -9.022 16.264 7.753
C 0.705 20.973 6.817
C 0.273 19.788 7.720
C -0.619 19.986 9.005
C -1.930 20.618 8.748
N -2.991 21.117 8.537
H -0.121 21.493 6.332
H 1.241 20.608 5.941
H 1.269 21.673 7.433
H 1.138 19.185 7.996
H -0.179 19.058 7.049
H -0.059 20.553 9.748
H -0.826 18.984 9.381
C -5.756 18.981 1.799
C -4.504 19.924 2.164
C -4.894 21.300 2.720
C -3.831 22.308 2.931
N -3.004 23.108 3.067
H -6.566 19.046 2.525
H -5.445 17.957 1.591
H -6.171 19.423 0.893
H -3.822 20.040 1.321
H -3.831 19.448 2.877
H -5.288 21.177 3.729
H -5.647 21.587 1.986
C -8.630 23.945 7.282
C -8.846 22.625 7.986
C -9.057 22.795 9.458
C -9.118 21.524 10.243
N -9.254 20.555 10.867
H -8.900 23.809 6.234
H -7.610 24.283 7.467
H -9.218 24.761 7.702
H -8.084 21.892 7.720
H -9.794 22.164 7.709
H -9.968 23.380 9.587
H -8.274 23.424 9.881
C 3.097 26.526 1.079
C 1.945 25.642 0.501
C 2.445 24.690 -0.650
C 2.997 25.365 -1.836
N 3.369 25.912 -2.766
H 3.932 26.696 0.398
H 3.444 25.981 1.956
H 2.856 27.542 1.392
H 1.181 26.254 0.022
H 1.322 25.273 1.315
H 1.562 24.116 -0.934
H 3.314 24.088 -0.384

---

49
Properties=species:S:1:pos:R:3 method="wB97M-V/def2-TZVPD" smiles="COB(O)[PH4].COC(=O)OC.COC(=O)OC.COC(=O)OC" orbital_gap_ev=8.22 lumo_energy_ev=0.3 energy_ev=-43276.48868
C -3.517 2.388 2.191
O -2.126 2.359 1.628
B -2.167 2.636 0.178
O -3.450 2.454 -0.588
P -0.674 3.270 -0.881
H -3.504 2.329 3.360
H -4.068 3.387 1.882
H -4.188 1.509 1.765
H -3.529 3.345 -1.082
H 0.289 2.550 -0.058
H -1.042 4.613 -0.467
H -1.212 2.597 -2.039
H 0.399 3.858 -1.687
C 0.292 0.016 -0.442
O 0.493 -1.274 -1.018
C 1.614 -1.380 -1.774
O 2.424 -0.490 -1.985
O 1.680 -2.647 -2.255
C 2.818 -2.905 -3.075
H -0.633 -0.015 0.141
H 1.116 0.269 0.233
H 0.182 0.774 -1.224
H 3.743 -2.768 -2.505
H 2.809 -2.263 -3.962
H 2.768 -3.947 -3.404
C -6.228 2.660 7.893
O -6.898 1.460 7.515
C -6.704 1.095 6.222
O -6.028 1.696 5.402
O -7.392 -0.053 6.000
C -7.278 -0.558 4.671
H -6.453 2.856 8.945
H -5.144 2.547 7.788
H -6.589 3.507 7.301
H -6.236 -0.799 4.437
H -7.682 0.161 3.950
H -7.867 -1.477 4.607
C 6.566 -1.258 -3.330
O 6.425 -2.478 -4.054
C 7.506 -2.809 -4.806
O 8.538 -2.165 -4.900
O 7.238 -3.981 -5.435
C 8.294 -4.455 -6.268
H 5.645 -1.092 -2.765
H 7.398 -1.323 -2.622
H 6.705 -0.416 -4.016
H 9.195 -4.648 -5.677
H 8.502 -3.741 -7.071
H 7.971 -5.397 -6.720

---

90
Properties=species:S:1:pos:R:3 method="wB97M-V/def2-TZVPD" orbital_gap_ev="4.80 / 7.88" lumo_energy_ev="0.2 / 0.2" multiplicity=6 energy_ev=-128824.83408 de_lowest_kcal_mol=0.00
Co -0.005 -0.406 -1.588
C -3.733 -1.480 0.519
Si -2.209 -2.529 0.142
C -2.057 -3.879 1.435
C -2.549 -3.368 -1.504
N -0.798 -1.553 0.011
P 0.454 -1.281 0.992
C 1.575 -0.166 0.253
P 1.100 1.509 0.050
N -0.040 1.591 -1.069
Si -0.992 2.837 -1.789
C -2.811 2.382 -1.584
C -0.569 2.963 -3.620
C -0.736 4.505 -0.961
C 0.527 2.333 1.567
C -0.841 2.320 1.836
C -1.342 2.980 2.945
C -0.481 3.671 3.787
C 0.882 3.696 3.523
C 1.384 3.029 2.418
C 2.638 2.372 -0.376
C 3.826 2.031 0.268
C 5.007 2.675 -0.060
C 5.012 3.657 -1.041
C 3.837 3.985 -1.702
C 2.655 3.339 -1.373
C 1.301 -2.866 1.314
C 1.921 -3.533 0.255
C 2.508 -4.770 0.449
C 2.480 -5.369 1.701
C 1.866 -4.717 2.760
C 1.283 -3.472 2.567
C 0.037 -0.700 2.657
C -1.279 -0.719 3.102
C -1.591 -0.335 4.397
C -0.582 0.085 5.249
C 0.737 0.119 4.808
C 1.048 -0.279 3.520
H -4.578 -1.798 -0.091
H -4.048 -1.552 1.559
H -3.547 -0.430 0.295
H -2.982 -4.453 1.482
H -1.244 -4.565 1.198
H -1.869 -3.483 2.431
H -3.462 -3.956 -1.434
H -2.696 -2.633 -2.292
H -1.752 -4.048 -1.799
H -2.898 1.358 -1.223
H -3.312 3.036 -0.872
H -3.353 2.435 -2.525
H 0.424 2.551 -3.803
H -1.272 2.384 -4.213
H -0.591 3.988 -3.984
H -1.193 4.527 0.027
H 0.313 4.776 -0.840
H -1.207 5.282 -1.562
H -1.509 1.791 1.168
H -2.404 2.960 3.147
H -0.873 4.196 4.648
H 1.554 4.240 4.172
H 2.446 3.070 2.210
H 3.823 1.228 0.996
H 5.927 2.397 0.438
H 5.936 4.155 -1.303
H 3.841 4.731 -2.486
H 1.753 3.570 -1.921
H 1.966 -3.057 -0.719
H 2.997 -5.265 -0.380
H 2.938 -6.336 1.850
H 1.836 -5.174 3.739
H 0.803 -2.987 3.405
H -2.073 -1.012 2.432
H -2.619 -0.351 4.730
H -0.820 0.395 6.257
H 1.525 0.457 5.468
H 2.076 -0.261 3.176
C -2.246 -1.743 -6.226
O -2.247 -0.833 -5.126
C -1.452 -1.032 -4.069
O -1.504 -0.244 -3.142
N -0.646 -2.125 -4.055
N 0.203 -2.246 -2.950
H -2.984 -1.355 -6.924
H -2.547 -2.742 -5.902
H -1.270 -1.764 -6.717
H -0.472 -2.671 -4.886
H 1.183 -2.068 -3.193
H 0.054 -3.124 -2.463
S 2.527 -0.161 -2.556
C 2.083 -0.713 -1.031